(1)
32
Properties=species:S:1:pos:R:3 method="wB97M-V/def2-TZVPD" s2=2.11 total_charge=+2 orbital_gap_ev="3.7 / 5.1" total_energy_ev=-46447.4750 homo_ev="-16.72 / -16.73" multiplicity=3
N 2.022 2.228 -0.780
C -1.106 -4.227 -0.050
F 0.213 -1.059 0.171
H 2.139 0.315 -3.233
N -0.785 1.469 1.376
H -3.907 -0.844 -1.846
H -1.325 -3.612 0.823
C 3.034 0.165 2.520
N 1.902 -0.064 2.366
H -0.048 4.237 0.490
H 4.933 -0.467 3.193
H -1.543 4.466 1.386
H -2.554 -1.227 -0.891
C -2.171 -4.077 -0.975
H -3.678 -0.060 -0.194
H -1.547 4.079 -0.427
H -1.015 -5.273 0.243
C 1.397 0.291 -2.435
C -1.091 3.928 0.552
H 4.804 0.619 1.742
H 4.626 1.225 3.405
H 1.448 -0.667 -1.918
C -3.222 -0.398 -1.125
C -2.574 0.763 -1.721
V -0.266 -0.640 2.149
C 4.428 0.386 2.739
H 0.366 0.517 -2.709
C -0.860 2.565 0.965
C 1.734 1.382 -1.499
N -3.094 -3.887 -1.668
H -0.183 -3.821 -0.464
N -2.077 1.686 -2.184

=====

(2)
13
Properties=species:S:1:pos:R:3 method="wB97M-V/def2-TZVPD" total_charge=0 orbital_gap_ev=9.4 total_energy_ev=-18057.1031 homo_ev=-8.49 multiplicity=1
C -1.541 0.627 0.031
C -0.312 0.995 0.791
C 0.811 0.749 -0.175
H -0.346 -2.200 -0.793
H 1.681 -1.140 -1.066
N -0.313 -1.274 -0.280
S 1.008 2.230 0.862
H -0.188 0.231 1.603
C 1.127 -0.772 -0.191
H 1.532 -1.130 0.727
H 0.505 1.181 -1.151
N -1.489 -0.617 -0.431
H -2.474 1.122 0.072

=====

(3)
13
Properties=species:S:1:pos:R:3 method="wB97M-V/def2-TZVPD" total_charge=0 orbital_gap_ev=9.1 total_energy_ev=-6321.6093 homo_ev=-8.08 multiplicity=1
H -1.707 0.526 -0.298
H -0.572 -1.790 1.908
C 0.952 0.731 0.527
H 0.260 1.292 1.150
H -1.437 -0.516 -1.700
C 0.482 -1.074 0.510
H 1.949 1.153 0.405
C 0.360 -0.052 -0.600
O -0.706 -1.143 1.205
H -0.964 1.191 -1.767
C -1.017 0.311 -1.117
H 1.072 -0.238 -1.406
H 1.328 -0.390 1.182

=====

(4)
42
Properties=species:S:1:pos:R:3 method="wB97M-V/def2-TZVPD" total_charge=0 orbital_gap_ev=9.7 total_energy_ev=-36715.8088 homo_ev=-10.02 multiplicity=1
O 2.791 -0.917 3.720
H -3.836 3.641 1.911
H 1.497 -1.601 0.817
C 3.103 1.113 -4.305
C -0.639 -3.858 -0.571
H 4.517 0.706 1.550
O -1.504 5.030 3.232
H 0.350 -0.555 -1.441
H 2.787 1.791 -5.100
N 3.385 1.936 -3.098
H -2.376 -1.944 -1.938
O 4.532 1.891 -2.638
H 2.310 0.409 -4.045
O 0.387 -3.529 -1.572
O 2.447 2.604 -2.647
O -0.207 -4.450 0.572
H -4.975 -0.344 1.132
C -4.198 -0.331 0.225
B 1.160 -2.352 -1.084
H -2.330 0.466 -0.042
N 1.989 -2.308 0.191
H -4.124 -2.619 0.719
O 2.265 -0.126 1.732
H -4.742 -2.161 -1.031
C -3.941 -1.897 -0.186
C -2.445 -2.222 -0.779
H 2.931 -1.853 0.000
H 5.117 -0.640 2.577
H -2.995 3.148 3.419
H 4.013 0.581 -4.590
O 1.038 -1.114 -1.931
O -3.010 0.388 0.714
N 3.049 -0.321 2.667
H -2.428 2.517 1.836
C -2.878 3.365 2.356
N -1.960 4.526 2.199
O -1.724 4.898 1.044
H -4.673 0.323 -0.628
H 4.604 0.916 3.332
C 4.432 0.208 2.518
H -1.626 -1.656 -0.134
O -2.091 -3.660 -0.701

=====

(5)
20
Properties=species:S:1:pos:R:3 method="wB97M-V/def2-TZVPD" total_charge=0 orbital_gap_ev=9.4 total_energy_ev=-16245.8794 homo_ev=-8.48 multiplicity=1
H 2.949 0.357 -0.076
H -3.083 0.970 2.030
H -2.647 0.560 0.433
H -2.351 -2.857 0.677
H -2.474 -1.545 -0.225
H 2.800 -0.038 -1.753
H -1.664 1.683 1.312
H -1.413 -2.894 -0.591
C -0.682 -1.446 0.647
H 1.744 2.039 -2.276
H 0.025 -0.781 0.149
H 3.957 1.230 -1.132
H 2.225 2.776 -0.798
H 0.134 -2.201 1.040
C 2.943 0.797 -1.064
H 0.876 1.535 -0.779
C -2.186 0.759 1.386
S -1.167 -0.510 2.166
C -1.805 -2.246 0.067
C 1.819 1.814 -1.212

=====

(6)
14
Properties=species:S:1:pos:R:3 method="wB97M-V/def2-TZVPD" total_charge=0 orbital_gap_ev=8.8 total_energy_ev=-30008.3192 homo_ev=-8.39 multiplicity=1
C 1.018 1.095 0.084
C -0.593 -0.728 0.243
S -0.365 -1.218 1.973
H 0.753 -1.965 1.663
H -1.159 -1.279 -2.099
S -1.660 -1.688 -0.839
C 0.798 -0.334 -0.465
H 1.480 0.995 1.087
H 0.542 -0.331 -1.580
H 1.648 1.784 -0.647
O -2.473 1.580 0.184
H 1.592 -1.016 -0.074
O -0.227 1.875 0.253
C -1.355 1.230 0.215

=====

(7)
23
Properties=species:S:1:pos:R:3 method="wB97M-V/def2-TZVPD" s2=2.01 total_charge=+1 orbital_gap_ev="6.6 / 8.1" total_energy_ev=-10905.8966 homo_ev="-9.33 / -14.31" multiplicity=3
C 1.643 -0.572 -1.391
H 0.864 -1.216 -1.820
H -0.209 0.701 0.041
H -2.298 2.899 1.363
N -3.035 -1.903 -0.081
N -0.922 -1.208 0.446
H 3.094 1.019 0.311
N 0.103 -0.270 0.434
C 1.502 -0.604 0.145
H 0.168 3.218 -0.861
H -2.350 0.022 -0.237
H 1.476 0.501 -1.803
H 3.023 -0.067 1.676
H -0.640 -2.215 0.687
C -2.128 -0.954 0.021
H -3.864 -1.571 -0.587
C -0.678 3.077 -0.227
H 2.660 -0.954 -1.703
H 1.745 1.088 1.577
H -2.733 -2.862 -0.053
C 2.411 0.408 0.970
C -1.555 3.108 0.576
H 1.723 -1.645 0.516

=====

(8)
43
Properties=species:S:1:pos:R:3 method="wB97M-V/def2-TZVPD" total_charge=0 orbital_gap_ev=5.5 total_energy_ev=-65095.3065 homo_ev=-7.68 multiplicity=1
C -4.489 -1.643 -4.085
H -1.155 2.756 -2.062
C -1.624 1.817 -2.358
H -2.351 -1.400 -6.457
B 2.012 -0.039 1.990
H -4.849 -1.451 -3.066
C -2.077 -1.173 2.113
C -0.377 0.529 1.503
H 1.384 0.676 -2.924
H -3.697 -2.541 2.439
H -1.969 1.919 -3.395
H -0.226 -1.383 -2.503
H -2.355 2.237 2.121
Cl 2.803 0.988 0.634
C -2.254 -3.489 -2.949
H -2.398 -3.167 -6.265
O -1.985 -0.715 -3.379
H -1.300 -1.937 2.077
H -5.077 -2.467 -4.508
H -0.161 1.544 1.158
Cl 2.113 0.942 3.582
H -4.687 -0.741 -4.681
C -0.634 0.730 -2.202
Cl 2.829 -1.691 2.096
H -5.442 -0.764 2.516
C -4.386 -0.497 2.436
C -2.674 1.193 2.137
O 0.581 -0.307 1.665
Si -2.677 -2.077 -4.089
C 0.801 0.998 -2.042
C -2.014 -2.235 -5.827
H -2.498 1.643 -1.722
H -1.175 -3.564 -2.756
H 0.974 2.066 -1.884
H -4.752 1.631 2.501
H -2.761 -3.366 -1.981
C -1.710 0.183 1.901
C -3.999 0.849 2.378
H 1.194 0.454 -1.173
C -0.913 -0.537 -2.628
H -0.917 -2.267 -5.868
H -2.591 -4.433 -3.397
C -3.405 -1.496 2.344